A molecular structure, H26NO16, computed with wB97M-V/def2-TZVPD.

Last column: Löwdin charge in e.
Element x y z (Å)
O -0.765 -0.946 0.428  -0.1191
O 2.797 0.505 1.618  -0.0047
O 0.940 -0.414 2.980  -0.0485
O 0.556 1.507 2.195  0.1643
O 2.259 0.736 -1.270  -0.0093
O 1.040 0.081 0.531  -0.0042
O -2.237 -1.264 2.029  -0.0259
O 0.328 -2.201 1.634  0.0146
O 0.006 2.117 -0.919  -0.0042
O -1.586 0.332 -2.486  -0.0730
O 0.648 1.305 -2.857  -0.0755
O -1.889 0.798 -0.471  -0.0274
O 0.124 -0.111 -1.269  -0.1087
O -2.176 -2.118 -0.942  -0.0136
O 0.464 -1.676 -2.956  -0.0283
O -1.143 0.727 1.711  -0.0548
N 0.120 -0.331 -0.127  -0.3835
H 0.247 -1.043 -3.640  0.0316
H 0.109 1.165 -0.924  -0.0728
H -0.908 -0.193 1.586  -0.0249
H -1.235 0.478 0.152  -0.0223
H 0.180 0.745 -2.238  -0.0978
H 1.206 -2.242 1.254  0.0766
H 0.520 -1.154 -2.156  -0.0427
H -0.303 1.180 1.792  -0.2946
H -1.979 1.729 -0.267  0.1100
H 1.641 0.533 -0.568  -0.0732
H -0.455 2.304 -0.101  0.0546
H -0.233 -1.921 0.910  -0.0930
H 3.589 0.799 1.168  0.0762
H 2.998 0.148 -1.115  0.0606
H 0.979 0.503 2.708  -0.1414
H -2.759 -0.566 2.425  0.0677
H -1.906 -2.911 -0.478  0.0578
H -1.254 0.444 -1.595  -0.0991
H 1.378 1.350 1.730  0.0865
H 2.205 0.243 0.913  -0.0907
H -2.310 -0.287 -2.396  0.0532
H 0.972 0.703 -3.527  0.0419
H 0.845 -0.903 2.162  -0.0571
H -2.150 -1.006 1.111  0.0074
H -1.374 -1.602 -1.023  0.0063
H 0.510 2.459 2.287  0.1810

Results
orbital gap: 7.09 eV
LUMO energy: 1.54 eV
charge: -1
highest occupied orbital energy: -0.204 Ha
relative energy (zero: lowest compared OMol25 entry of this formula, charge and spin): 592.10 kcal/mol
E: -1273.256355 a.u.

***

13 unconnected molecules or ions with the total composition H26O13, computed with wB97M-V/def2-TZVPD.

Last column: Löwdin charge in e.
Element x y z (Å)
O 1.890 2.190 2.733  -0.0169
O -2.320 1.147 1.651  -0.0259
O -2.009 -1.588 -1.012  -0.0443
O 0.538 -2.487 0.880  -0.0343
O 2.069 -0.760 -2.649  -0.0304
O 1.016 3.037 -0.001  -0.0468
O -2.389 -1.965 1.616  -0.0619
O 0.109 -0.060 1.937  -0.0664
O 2.316 -0.836 3.337  -0.0401
O 0.461 0.482 -0.591  -0.0687
O 0.332 1.492 -3.416  -0.0343
O -2.025 1.818 -1.167  -0.0262
O 0.387 -2.663 -1.919  -0.0547
H 3.159 -0.731 2.900  0.0306
H -0.215 0.738 -3.296  0.0031
H 0.430 -2.818 -0.018  0.0172
H -0.784 0.212 2.037  0.0000
H 1.132 -3.059 1.400  0.0886
H -1.610 2.697 -1.122  0.0824
H -2.310 1.531 0.759  0.0202
H -1.128 -1.624 -1.420  0.0064
H 1.041 2.036 2.404  -0.0273
H 2.630 -0.973 -1.890  0.0746
H -2.255 1.697 -2.071  0.0428
H 1.787 -0.246 2.843  -0.0523
H 1.912 3.219 0.186  0.0102
H 0.012 -2.887 -2.792  0.0925
H -0.314 2.204 -3.642  0.0669
H -2.407 -2.431 -1.097  0.0370
H 1.055 -2.017 -2.090  -0.0300
H 0.442 0.080 0.283  0.0043
H -1.951 1.887 2.122  0.0513
H 0.963 2.107 -0.227  -0.0246
H 0.215 -0.963 1.556  0.0180
H 2.066 3.079 2.453  0.0237
H -0.485 0.677 -0.781  0.0342
H 1.434 -0.248 -2.169  -0.0230
H -2.017 -1.513 0.882  -0.0465
H -3.191 -2.478 1.407  0.0505

Results
orbital gap: 10.15 eV
LUMO energy: -0.28 eV
highest occupied orbital energy: -0.383 Ha
relative energy (zero: lowest compared OMol25 entry of this formula, charge and spin): 46.01 kcal/mol
E: -993.699906 a.u.

***

13 unconnected molecules or ions with the total composition H26O13, computed with wB97M-V/def2-TZVPD.

Last column: Löwdin charge in e.
Element x y z (Å)
O -1.275 -1.349 -2.719  -0.1015
O -0.735 3.583 -1.411  -0.0507
O -0.291 -1.836 -4.247  -0.0966
O -1.099 2.088 1.070  -0.0922
O 1.414 -1.473 2.166  -0.0489
O 2.141 3.150 1.864  -0.0449
O -0.610 2.205 3.612  -0.0761
O -0.296 -3.910 3.282  -0.0433
O 3.013 2.654 -1.555  -0.0458
O 1.624 0.820 -3.957  -0.0419
O -0.889 0.057 0.495  -0.0706
O -3.219 -3.090 1.975  -0.0635
O 1.343 -3.552 -0.255  -0.0537
H -1.979 -0.752 -2.442  0.0440
H 2.602 3.877 1.431  0.0316
H -1.171 0.111 -0.425  0.0192
H -1.217 1.960 2.905  -0.0097
H 0.015 -1.034 -4.685  0.0443
H 2.572 3.016 -0.778  0.0153
H -3.838 -3.109 1.236  0.0270
H -0.800 -2.295 -4.925  0.0581
H 2.034 -2.932 0.007  0.0293
H -2.007 2.412 1.073  0.0648
H 0.947 0.499 -3.351  0.0268
H 2.138 1.439 -3.427  0.0049
H 2.423 2.876 -2.284  0.0207
H 2.847 2.630 2.265  0.0465
H 0.899 -2.288 2.168  -0.0046
H -0.694 1.490 4.252  0.0278
H 0.531 -3.810 2.796  0.0164
H -3.309 -3.960 2.378  0.0295
H -0.571 2.872 0.881  0.0392
H 0.864 -0.847 2.650  0.0422
H 0.049 -0.161 0.440  0.0343
H -1.484 3.295 -1.945  0.0436
H 0.986 -3.175 -1.067  0.0321
H -1.713 -2.202 -2.809  0.0641
H -0.129 -3.469 4.122  0.0456
H -1.118 4.211 -0.788  0.0368

Results
orbital gap: 8.99 eV
LUMO energy: -0.09 eV
highest occupied orbital energy: -0.334 Ha
relative energy (zero: lowest compared OMol25 entry of this formula, charge and spin): 147.10 kcal/mol
E: -993.538815 a.u.

***

13 unconnected molecules or ions with the total composition H26O13, computed with wB97M-V/def2-TZVPD.

Last column: Löwdin charge in e.
Element x y z (Å)
O 4.745 1.412 2.506  -0.0648
O -0.722 0.824 0.455  -0.0436
O -2.116 -0.505 -2.370  -0.0862
O 1.119 0.512 3.436  -0.0608
O -1.046 4.684 0.954  -0.0483
O -4.559 3.794 -0.582  -0.0596
O 1.692 -3.414 0.423  -0.0595
O -3.475 -1.154 -0.354  -0.0367
O -2.800 -3.019 2.297  -0.0409
O 0.519 -1.421 0.779  -0.0864
O 4.832 1.244 -1.889  -0.0717
O 2.566 0.559 -2.962  -0.0366
O -0.236 -2.687 -1.206  -0.0584
H -2.132 -3.039 1.603  0.0320
H -0.067 -3.519 -0.748  0.0500
H 1.980 1.226 -3.339  0.0726
H -4.350 -1.357 -0.702  0.0699
H 0.866 -1.385 -0.120  0.0214
H 1.530 -2.840 -0.334  -0.0077
H -1.066 1.689 0.205  0.0392
H 2.566 -3.783 0.255  0.0600
H 5.327 1.122 -2.707  0.0264
H 4.351 1.379 3.385  0.0287
H -2.001 -0.992 -3.194  0.0293
H -4.152 3.099 -0.052  0.0268
H -3.635 -2.984 1.817  0.0246
H 0.479 -2.625 -1.850  0.0584
H -2.448 -1.165 -1.752  -0.0315
H 0.432 0.173 2.851  0.0049
H -0.348 -1.004 0.712  0.0136
H -0.129 4.971 1.028  0.0399
H 3.916 1.086 -2.143  -0.0473
H -0.991 3.837 0.497  0.0073
H 0.903 0.135 4.296  0.0352
H 0.217 0.876 0.245  0.0508
H -5.463 3.842 -0.252  0.0333
H 3.211 0.394 -3.659  0.0602
H 3.991 1.509 1.914  0.0265
H -3.504 -1.472 0.555  0.0290

Results
orbital gap: 10.25 eV
LUMO energy: -0.20 eV
highest occupied orbital energy: -0.384 Ha
relative energy (zero: lowest compared OMol25 entry of this formula, charge and spin): 101.66 kcal/mol
E: -993.611229 a.u.

***

A molecular structure, H26O13, computed with wB97M-V/def2-TZVPD.

Last column: Löwdin charge in e.
Element x y z (Å)
O -12.635 -7.903 -2.844  0.0839
O -14.217 -6.543 -3.129  0.0865
O -14.028 -6.651 -0.527  -0.0572
O -16.741 -8.322 -3.503  -0.0041
O -13.906 -9.695 -3.798  -0.0582
O -13.772 -9.316 -0.567  -0.0657
O -13.895 -5.172 -1.761  0.0920
O -15.014 -8.419 -2.047  -0.1302
O -15.921 -7.199 -0.544  0.0775
O -16.966 -9.085 -1.268  0.0317
O -16.966 -5.832 -1.848  -0.0316
O -14.873 -7.941 -4.677  0.0078
O -14.010 -10.846 -2.135  -0.0653
H -14.446 -9.037 -1.186  -0.1735
H -16.637 -6.526 -1.276  -0.1600
H -14.168 -10.517 -4.215  0.1328
H -14.907 -6.961 -0.305  -0.2332
H -14.012 -5.854 -2.422  -0.2732
H -14.176 -5.865 -1.052  -0.2986
H -13.831 -9.073 -4.522  0.0437
H -14.485 -4.470 -2.034  0.0943
H -16.567 -8.891 -2.117  -0.0103
H -14.643 -6.856 -3.928  0.0104
H -15.028 -7.478 -1.871  0.0724
H -15.909 -7.981 -3.832  -0.0479
H -16.366 -5.100 -1.706  0.0303
H -12.273 -7.226 -2.271  0.1402
H -17.786 -8.591 -1.270  0.0910
H -14.307 -10.062 -2.596  -0.0537
H -13.890 -11.499 -2.825  0.0537
H -16.312 -8.055 -0.720  -0.0199
H -16.576 -6.739 -0.019  0.1706
H -14.067 -8.166 -5.140  0.1403
H -13.082 -9.690 -1.115  0.0069
H -13.598 -7.236 -2.900  -0.1182
H -14.597 -8.497 -2.905  0.0358
H -15.464 -7.627 -5.362  0.1666
H -17.327 -8.297 -4.259  0.0962
H -12.061 -8.658 -2.715  0.1364

Results
orbital gap: 5.68 eV
LUMO energy: -1.36 eV
highest occupied orbital energy: -0.258 Ha
relative energy (zero: lowest compared OMol25 entry of this formula, charge and spin): 594.91 kcal/mol
E: -992.825184 a.u.

***

13 unconnected molecules or ions with the total composition H26O13, computed with wB97M-V/def2-TZVPD.

Last column: Löwdin charge in e.
Element x y z (Å)
O 2.640 -1.768 -1.435  -0.0436
O -1.039 -1.145 -1.785  -0.0390
O 3.269 1.439 -0.263  -0.0713
O 0.568 -1.346 3.521  -0.0774
O -0.143 2.693 -1.347  -0.0486
O 1.722 0.849 -4.878  -0.0626
O 0.378 -4.513 -0.537  -0.0358
O 0.108 0.754 -0.044  -0.0890
O 0.491 -2.030 0.880  -0.0522
O -2.903 3.115 1.253  -0.0531
O 1.358 2.378 0.798  -0.0991
O -1.574 0.522 3.008  -0.0517
O -3.886 -0.466 1.136  -0.0477
H -3.034 2.447 0.570  0.0222
H 3.392 -1.473 -1.960  0.0499
H -0.711 -0.245 -1.678  -0.0015
H -1.427 0.992 3.836  0.0474
H 0.885 -1.082 2.650  -0.0040
H 0.217 -0.063 0.456  0.0361
H -2.386 0.025 3.161  0.0166
H -0.593 -1.642 -1.090  -0.0023
H 2.966 2.319 -0.510  0.0322
H 0.795 2.576 -1.535  0.0310
H 1.526 1.906 1.622  0.0695
H 1.180 0.187 -5.321  0.0335
H 2.483 0.957 -5.459  0.0330
H 1.101 3.262 1.082  0.0726
H -4.347 0.231 0.655  0.0355
H -0.322 -4.689 0.102  0.0484
H -0.006 -2.809 0.604  0.0275
H 1.402 -2.339 0.932  0.0749
H -3.727 3.104 1.752  0.0280
H 2.483 0.887 -0.349  -0.0106
H 1.986 -1.069 -1.549  0.0065
H -0.073 -4.068 -1.263  0.0483
H -0.329 -1.661 3.359  0.0198
H -0.505 1.802 -1.401  0.0074
H -4.403 -0.577 1.942  0.0361
H 0.459 0.543 -0.917  0.0130

Results
orbital gap: 9.75 eV
LUMO energy: -0.04 eV
highest occupied orbital energy: -0.360 Ha
relative energy (zero: lowest compared OMol25 entry of this formula, charge and spin): 118.22 kcal/mol
E: -993.584838 a.u.

***

- What is the formula in the fifth record?
  H26O13

***

- Among the records above, which one has the lowest orbital gap?
  number 5

***

Copy entry 5 word for word.
A molecular structure, H26O13, computed with wB97M-V/def2-TZVPD.

Last column: Löwdin charge in e.
Element x y z (Å)
O -12.635 -7.903 -2.844  0.0839
O -14.217 -6.543 -3.129  0.0865
O -14.028 -6.651 -0.527  -0.0572
O -16.741 -8.322 -3.503  -0.0041
O -13.906 -9.695 -3.798  -0.0582
O -13.772 -9.316 -0.567  -0.0657
O -13.895 -5.172 -1.761  0.0920
O -15.014 -8.419 -2.047  -0.1302
O -15.921 -7.199 -0.544  0.0775
O -16.966 -9.085 -1.268  0.0317
O -16.966 -5.832 -1.848  -0.0316
O -14.873 -7.941 -4.677  0.0078
O -14.010 -10.846 -2.135  -0.0653
H -14.446 -9.037 -1.186  -0.1735
H -16.637 -6.526 -1.276  -0.1600
H -14.168 -10.517 -4.215  0.1328
H -14.907 -6.961 -0.305  -0.2332
H -14.012 -5.854 -2.422  -0.2732
H -14.176 -5.865 -1.052  -0.2986
H -13.831 -9.073 -4.522  0.0437
H -14.485 -4.470 -2.034  0.0943
H -16.567 -8.891 -2.117  -0.0103
H -14.643 -6.856 -3.928  0.0104
H -15.028 -7.478 -1.871  0.0724
H -15.909 -7.981 -3.832  -0.0479
H -16.366 -5.100 -1.706  0.0303
H -12.273 -7.226 -2.271  0.1402
H -17.786 -8.591 -1.270  0.0910
H -14.307 -10.062 -2.596  -0.0537
H -13.890 -11.499 -2.825  0.0537
H -16.312 -8.055 -0.720  -0.0199
H -16.576 -6.739 -0.019  0.1706
H -14.067 -8.166 -5.140  0.1403
H -13.082 -9.690 -1.115  0.0069
H -13.598 -7.236 -2.900  -0.1182
H -14.597 -8.497 -2.905  0.0358
H -15.464 -7.627 -5.362  0.1666
H -17.327 -8.297 -4.259  0.0962
H -12.061 -8.658 -2.715  0.1364

Results
orbital gap: 5.68 eV
LUMO energy: -1.36 eV
highest occupied orbital energy: -0.258 Ha
relative energy (zero: lowest compared OMol25 entry of this formula, charge and spin): 594.91 kcal/mol
E: -992.825184 a.u.

***

What did the sixth record say?
13 unconnected molecules or ions with the total composition H26O13, computed with wB97M-V/def2-TZVPD.

Last column: Löwdin charge in e.
Element x y z (Å)
O 2.640 -1.768 -1.435  -0.0436
O -1.039 -1.145 -1.785  -0.0390
O 3.269 1.439 -0.263  -0.0713
O 0.568 -1.346 3.521  -0.0774
O -0.143 2.693 -1.347  -0.0486
O 1.722 0.849 -4.878  -0.0626
O 0.378 -4.513 -0.537  -0.0358
O 0.108 0.754 -0.044  -0.0890
O 0.491 -2.030 0.880  -0.0522
O -2.903 3.115 1.253  -0.0531
O 1.358 2.378 0.798  -0.0991
O -1.574 0.522 3.008  -0.0517
O -3.886 -0.466 1.136  -0.0477
H -3.034 2.447 0.570  0.0222
H 3.392 -1.473 -1.960  0.0499
H -0.711 -0.245 -1.678  -0.0015
H -1.427 0.992 3.836  0.0474
H 0.885 -1.082 2.650  -0.0040
H 0.217 -0.063 0.456  0.0361
H -2.386 0.025 3.161  0.0166
H -0.593 -1.642 -1.090  -0.0023
H 2.966 2.319 -0.510  0.0322
H 0.795 2.576 -1.535  0.0310
H 1.526 1.906 1.622  0.0695
H 1.180 0.187 -5.321  0.0335
H 2.483 0.957 -5.459  0.0330
H 1.101 3.262 1.082  0.0726
H -4.347 0.231 0.655  0.0355
H -0.322 -4.689 0.102  0.0484
H -0.006 -2.809 0.604  0.0275
H 1.402 -2.339 0.932  0.0749
H -3.727 3.104 1.752  0.0280
H 2.483 0.887 -0.349  -0.0106
H 1.986 -1.069 -1.549  0.0065
H -0.073 -4.068 -1.263  0.0483
H -0.329 -1.661 3.359  0.0198
H -0.505 1.802 -1.401  0.0074
H -4.403 -0.577 1.942  0.0361
H 0.459 0.543 -0.917  0.0130

Results
orbital gap: 9.75 eV
LUMO energy: -0.04 eV
highest occupied orbital energy: -0.360 Ha
relative energy (zero: lowest compared OMol25 entry of this formula, charge and spin): 118.22 kcal/mol
E: -993.584838 a.u.